C38H59F6N3O8S | the ωB97M-V functional and the def2-TZVPD basis

Last columns: bonded neighbours and bond lengths (Å).
Positions of all 115 atoms, in Å:
1 C -0.3591 2.3549 5.9299  C2 1.603, H39 1.147, H40 1.146, H41 1.157
2 C 1.0159 1.8827 5.2545  C1 1.603, C3 1.604, H42 1.159, H43 1.157
3 C 1.7860 2.9995 4.3993  C2 1.604, N4 1.481, H44 1.158, H45 1.155
4 N 0.9914 4.1831 3.9976  C3 1.481, C5 1.459, H46 1.026
5 C 0.1374 3.9786 2.8321  N4 1.459, C6 1.441, C37 1.580
6 C -0.4121 5.1693 2.2356  C5 1.441, N7 1.475, C8 1.599
7 N -0.0531 6.4789 2.8105  C6 1.475, H47 1.038, H48 1.042
8 C -1.4058 5.1485 0.9828  C6 1.599, O9 1.256, C10 1.613
9 O -1.3848 6.0650 0.1247  C8 1.256
10 C -2.3685 3.8567 0.9037  C8 1.613, C11 1.541, C36 1.579
11 C -3.7644 3.9469 0.2570  C10 1.541, C12 1.601, C16 1.554
12 C -4.3963 5.2570 -0.4127  C11 1.601, S13 1.888, H49 1.144, H50 1.138
13 S -4.4358 4.9432 -2.2743  C12 1.888, C14 1.878
14 C -3.0870 3.7153 -2.7209  S13 1.878, C15 1.609, H51 1.156, H52 1.142
15 C -3.6286 2.2141 -2.9296  C14 1.609, H53 1.157, H54 1.153, H55 1.144
16 C -4.6406 2.6635 0.2493  C11 1.554, C17 1.571, H56 1.143
17 C -4.0636 1.3301 0.8472  C16 1.571, C18 1.610, C23 1.574
18 C -5.0487 0.0613 0.7463  C17 1.610, C19 1.628, H57 1.140, H58 1.158
19 C -6.2112 0.0787 1.8860  C18 1.628, O20 1.449, C21 1.624, H59 1.160
20 O -5.8979 0.9226 3.0209  C19 1.449, H60 0.990
21 C -6.6242 -1.4306 2.3211  C19 1.624, N22 1.512, H61 1.150, H62 1.155
22 N -7.5848 -2.0648 1.3413  C21 1.512, H63 1.038, H64 1.028
23 C -2.6216 1.2613 1.4745  C17 1.574, C24 1.614, C36 1.544
24 C -2.0793 -0.1490 2.0411  C23 1.614, C25 1.603, H65 1.157, H66 1.156
25 C -1.7030 -0.1084 3.5985  C24 1.603, C26 1.603, H67 1.139, H68 1.157
26 C -0.7758 -1.3162 4.0988  C25 1.603, C27 1.606, H69 1.158, H70 1.152
27 C 0.5580 -1.5457 3.2348  C26 1.606, C28 1.622, H71 1.156, H72 1.140
28 C 0.7638 -3.0745 2.7329  C27 1.622, C29 1.629, H73 1.152, H74 1.157
29 C 1.6279 -3.0261 1.3529  C28 1.629, C30 1.628, H75 1.151, H76 1.154
30 C 0.7246 -2.5130 0.0993  C29 1.628, C31 1.631, H77 1.156, H78 1.154
31 C 1.1942 -1.0347 -0.4043  C30 1.631, C32 1.613, H79 1.154, H80 1.151
32 C 1.4157 -0.9568 -2.0005  C31 1.613, C33 1.605, H81 1.143, H82 1.148
33 C 0.7823 0.3459 -2.6926  C32 1.605, O34 1.462, H83 1.152, H84 1.160
34 O 1.7775 1.3723 -2.9981  C33 1.462, C35 1.455
35 C 1.1968 2.3997 -3.8496  O34 1.455, H85 1.157, H86 1.155, H87 1.150
36 C -1.7601 2.5420 1.5308  C10 1.579, C23 1.544, C37 1.618
37 C -0.2673 2.6124 2.1499  C5 1.580, C36 1.618, O38 1.255
38 O 0.4505 1.5946 1.9920  C37 1.255
39 H -0.1739 3.2157 6.6648  C1 1.147
40 H -1.1193 2.6058 5.1104  C1 1.146
41 H -0.7808 1.4906 6.5738  C1 1.157
42 H 1.7217 1.5928 6.1268  C2 1.159
43 H 0.8459 0.8899 4.6846  C2 1.157
44 H 2.6713 3.3883 5.0365  C3 1.158
45 H 2.2863 2.5093 3.4805  C3 1.155
46 H 0.5251 4.6641 4.7752  N4 1.026
47 H -0.2126 7.2385 2.1216  N7 1.038
48 H 0.9776 6.4988 2.9600  N7 1.042
49 H -5.4856 5.4136 -0.0987  C12 1.144
50 H -3.8299 6.2182 -0.1861  C12 1.138
51 H -2.6964 4.0700 -3.7491  C14 1.156
52 H -2.1988 3.7441 -2.0039  C14 1.142
53 H -2.9953 1.7555 -3.7830  C15 1.157
54 H -3.4370 1.5334 -2.0184  C15 1.153
55 H -4.7327 2.1569 -3.2216  C15 1.144
56 H -5.6925 2.7165 -0.1944  C16 1.143
57 H -4.5071 -0.9379 0.6636  C18 1.140
58 H -5.6133 0.2020 -0.2553  C18 1.158
59 H -7.1731 0.5190 1.4107  C19 1.160
60 H -6.2413 1.8172 2.7740  O20 0.990
61 H -5.6834 -2.0756 2.4708  C21 1.150
62 H -7.1911 -1.4271 3.3274  C21 1.155
63 H -7.0525 -2.5672 0.6054  N22 1.038
64 H -8.1873 -1.3511 0.9119  N22 1.028
65 H -1.1890 -0.4698 1.3759  C24 1.157
66 H -2.8550 -0.9962 1.9117  C24 1.156
67 H -1.2153 0.8662 3.9302  C25 1.139
68 H -2.7026 -0.1770 4.1777  C25 1.157
69 H -0.4301 -1.0458 5.1705  C26 1.158
70 H -1.3435 -2.3115 4.2128  C26 1.152
71 H 1.4681 -1.3182 3.9097  C27 1.156
72 H 0.6593 -0.8800 2.3144  C27 1.140
73 H -0.2297 -3.6420 2.6021  C28 1.152
74 H 1.4076 -3.6821 3.4776  C28 1.157
75 H 2.4816 -2.2794 1.5489  C29 1.151
76 H 2.1234 -4.0424 1.1242  C29 1.154
77 H -0.3504 -2.4399 0.5192  C30 1.156
78 H 0.7636 -3.2430 -0.7940  C30 1.154
79 H 2.1861 -0.7095 0.0881  C31 1.154
80 H 0.4035 -0.2660 -0.0755  C31 1.151
81 H 0.8937 -1.8677 -2.4530  C32 1.143
82 H 2.5395 -1.0266 -2.2232  C32 1.148
83 H -0.1159 0.7802 -2.1164  C33 1.152
84 H 0.3639 0.0056 -3.7192  C33 1.160
85 H 0.3514 1.9862 -4.5223  C35 1.157
86 H 1.9849 2.8298 -4.5768  C35 1.155
87 H 0.7716 3.2531 -3.2066  C35 1.150
88 C 6.0499 0.2853 -3.5823  C89 1.516, H97 1.093, H98 1.092, H99 1.092
89 C 5.5223 -1.1347 -3.6389  C88 1.516, O90 1.437, H100 1.092, H101 1.093
90 O 6.6039 -2.0767 -3.7315  C89 1.437, C91 1.349
91 C 7.2280 -2.3743 -2.5733  O90 1.349, O92 1.203, C93 1.527
92 O 6.9372 -1.9045 -1.5045  C91 1.203
93 C 8.3180 -3.4170 -2.8110  C91 1.527, F94 1.350, F95 1.351, F96 1.345
94 F 9.0824 -3.1305 -3.8858  C93 1.350
95 F 7.7984 -4.6454 -3.0279  C93 1.351
96 F 9.1593 -3.5364 -1.7680  C93 1.345
97 H 6.7048 0.4853 -4.4343  C88 1.093
98 H 5.2273 1.0034 -3.5901  C88 1.092
99 H 6.6431 0.4506 -2.6802  C88 1.092
100 H 4.9148 -1.2637 -4.5375  C89 1.092
101 H 4.8825 -1.3630 -2.7820  C89 1.093
102 C 3.5763 -6.5141 -2.8218  C103 1.516, H111 1.093, H112 1.092, H113 1.092
103 C 3.4746 -6.2016 -4.3019  C102 1.516, O104 1.437, H114 1.092, H115 1.094
104 O 2.1589 -5.7281 -4.6333  C103 1.437, C105 1.349
105 C 1.9142 -4.4304 -4.3602  O104 1.349, O106 1.203, C107 1.527
106 O 2.7128 -3.6774 -3.8673  C105 1.203
107 C 0.5036 -4.0495 -4.8028  C105 1.527, F108 1.349, F109 1.350, F110 1.346
108 F -0.4213 -4.9570 -4.4265  C107 1.349
109 F 0.4078 -3.9442 -6.1451  C107 1.350
110 F 0.1047 -2.8674 -4.2969  C107 1.346
111 H 2.7935 -7.2160 -2.5233  C102 1.093
112 H 4.5503 -6.9464 -2.5842  C102 1.092
113 H 3.4425 -5.6136 -2.2180  C102 1.092
114 H 3.6352 -7.1140 -4.8809  C103 1.092
115 H 4.2355 -5.4819 -4.6165  C103 1.094

SMILES: CCCNC1=C(N)C(=O)c2c(CSCC)cc(C[C@H](O)CN)c(CCCCCCCCCCOC)c2C1=O.CCOC(=O)C(F)(F)F.CCOC(=O)C(F)(F)F
Spin multiplicity: 1
Frontier orbital gap (eV): 7.09
HOMO (eV): -8.1